#a
6 unconnected molecules or ions with the total composition C16H48N4O6, computed with the ωB97M-V functional and the def2-TZVPD basis.

Element x y z (Å)
C 7.03 -23.29 -13.45
C 6.37 -23.56 -12.15
C 7.05 -24.45 -11.12
O 8.12 -23.72 -10.50
C 8.99 -24.48 -9.66
N 6.02 -22.27 -11.50
H 8.07 -23.05 -13.25
H 6.51 -22.49 -13.97
H 6.99 -24.10 -14.19
H 5.43 -24.00 -12.48
H 7.55 -25.36 -11.46
H 6.34 -24.67 -10.32
H 8.41 -25.03 -8.92
H 9.74 -23.94 -9.08
H 9.50 -25.27 -10.21
H 6.44 -21.55 -12.08
H 6.67 -22.33 -10.73
C 10.85 -18.22 -11.99
C 11.33 -18.28 -10.55
C 10.53 -17.61 -9.32
O 10.38 -16.19 -9.49
C 11.59 -15.49 -9.10
N 11.50 -19.59 -10.08
H 9.83 -18.61 -11.96
H 11.41 -18.82 -12.71
H 10.88 -17.19 -12.35
H 12.33 -17.86 -10.42
H 10.92 -17.97 -8.37
H 9.54 -18.05 -9.29
H 12.55 -15.84 -9.48
H 11.69 -15.47 -8.01
H 11.47 -14.44 -9.37
H 12.11 -20.04 -10.74
H 12.06 -19.55 -9.23
C 7.90 -19.90 -13.67
C 8.60 -18.84 -14.59
C 8.34 -19.02 -16.02
O 8.85 -18.00 -16.85
C 8.89 -18.33 -18.23
N 8.03 -17.53 -14.20
H 8.15 -20.91 -14.00
H 6.82 -19.94 -13.82
H 8.22 -19.98 -12.63
H 9.65 -18.71 -14.31
H 7.28 -19.12 -16.25
H 8.83 -19.95 -16.30
H 9.66 -19.10 -18.28
H 9.18 -17.46 -18.81
H 7.92 -18.72 -18.55
H 8.75 -16.90 -14.53
H 7.15 -17.36 -14.67
C 9.30 -23.63 -5.41
C 8.22 -22.67 -5.91
C 6.85 -23.20 -6.32
O 5.84 -22.18 -6.49
C 5.91 -21.57 -7.80
N 8.19 -21.67 -4.84
H 10.27 -23.14 -5.37
H 9.49 -24.35 -6.21
H 8.89 -24.13 -4.53
H 8.59 -22.21 -6.82
H 6.55 -23.89 -5.53
H 6.94 -23.82 -7.21
H 6.90 -21.15 -7.97
H 5.11 -20.82 -7.77
H 5.73 -22.23 -8.65
H 7.62 -20.89 -5.12
H 9.10 -21.25 -4.72
O 6.70 -19.18 -11.14
H 7.39 -19.53 -10.57
H 5.94 -19.73 -10.96
O 8.77 -20.34 -9.69
H 8.97 -20.72 -10.55
H 9.46 -19.68 -9.56

Calculated values
SMILES = COC[C@H](C)N.COC[C@H](C)N.COC[C@H](C)N.COC[C@H](C)N.O.O
Net charge = 0
Lowest unoccupied orbital energy = 0.4675 eV
Orbital gap = 9.293 eV

Mulliken population analysis, charges in e, atoms 1 to 2: number 1, C, carries -1.61; number 2, C, carries 0.68

***

#b
A molecular structure, C16H48N4O6, computed with the ωB97M-V functional and the def2-TZVPD basis.

Element x y z (Å)
O -1.28 -0.38 -2.89
H -1.86 0.37 -2.76
H -0.58 -0.24 -2.26
O 2.56 -0.66 1.79
H 2.95 -1.31 1.20
H 3.07 -0.73 2.60
C 3.49 3.78 -4.86
C 4.27 2.76 -4.05
C 3.56 2.31 -2.82
O 3.34 3.37 -1.84
C 3.00 2.93 -0.55
N 4.71 1.63 -4.81
H 4.09 4.16 -5.69
H 3.34 4.72 -4.33
H 2.53 3.44 -5.25
H 5.22 3.17 -3.71
H 4.25 1.66 -2.27
H 2.60 1.81 -2.94
H 3.76 3.33 0.12
H 3.02 1.85 -0.38
H 2.06 3.40 -0.27
H 5.23 1.90 -5.63
H 3.95 1.02 -5.07
C -0.53 -1.68 0.10
C 0.14 -0.36 0.44
C -0.28 0.78 -0.47
O -0.02 0.65 -1.81
C 1.26 1.04 -2.33
N -0.35 -0.16 1.81
H -0.18 -2.58 0.60
H -0.33 -1.83 -0.96
H -1.61 -1.72 0.28
H 1.22 -0.38 0.32
H 0.09 1.76 -0.18
H -1.36 0.90 -0.56
H 2.00 0.31 -2.00
H 1.52 2.05 -2.02
H 1.24 1.07 -3.42
H -0.26 -1.09 2.20
H 0.38 0.45 2.17
C 1.55 -1.32 4.24
C 0.43 -2.25 4.88
C -0.94 -1.56 4.97
O -1.76 -2.44 5.84
C -2.74 -1.73 6.57
N 0.56 -3.50 4.13
H 2.56 -1.73 4.16
H 1.83 -0.58 5.00
H 1.25 -1.02 3.24
H 0.82 -2.34 5.89
H -1.35 -1.48 3.97
H -0.76 -0.58 5.41
H -3.43 -2.49 6.94
H -3.29 -1.03 5.94
H -2.33 -1.40 7.52
H 0.07 -3.41 3.25
H -0.11 -4.12 4.55
C -3.32 0.74 0.15
C -3.11 0.20 -1.26
C -4.20 -0.80 -1.68
O -3.73 -2.02 -1.10
C -4.00 -3.15 -1.96
N -3.03 1.40 -2.20
H -4.29 1.23 0.09
H -2.67 1.53 0.53
H -3.38 -0.10 0.83
H -2.21 -0.40 -1.31
H -4.42 -0.81 -2.75
H -5.17 -0.59 -1.22
H -3.65 -4.13 -1.63
H -3.64 -3.13 -2.99
H -5.07 -3.27 -2.05
H -2.72 1.06 -3.10
H -3.97 1.72 -2.35

Calculated values
Net charge = 0
Lowest unoccupied orbital energy = 0.3961 eV
Orbital gap = 9.184 eV

Mulliken population analysis, charges in e, atoms 1 to 2: number 1, O, carries -0.94; number 2, H, carries 0.35

***

Most stable of them? #a.

***

#a
C8H6 in the gas phase, computed with the ωB97M-V functional and the def2-TZVPD basis.

Element x y z (Å)
C 1.56 -0.74 -1.15
C 1.91 0.01 0.04
C 0.57 0.27 0.56
C -0.22 0.63 1.62
C -1.63 0.51 1.29
C -1.86 0.07 0.06
C -0.59 -0.18 -0.51
C 0.09 -0.58 -1.59
H 2.39 -0.72 -2.08
H 2.92 0.13 0.38
H 0.24 0.94 2.65
H -2.39 0.75 2.00
H -2.89 0.09 -0.65
H -0.12 -1.19 -2.62

Calculated values
SMILES = C1=CC2=CC=CC2=C1
Net charge = 0
Lowest unoccupied orbital energy = -0.9787 eV
Orbital gap = 6.639 eV

Mulliken population analysis, charges in e, atoms 1 to 2: number 1, C, carries -0.24; number 2, C, carries -0.66

***

#b
C8H6 in the gas phase, computed with the ωB97M-V functional and the def2-TZVPD basis.

Element x y z (Å)
C -1.53 1.61 -1.07
C -1.74 1.25 -2.46
C 0.01 -0.45 -1.21
C -0.89 0.38 -1.96
C -1.19 1.63 0.13
C 0.18 -0.26 0.10
C -0.34 0.86 0.98
C 1.16 -1.27 0.81
H 0.49 -1.18 -1.74
H 0.41 1.47 1.34
H -0.77 0.61 1.97
H 0.71 -2.06 1.52
H 1.79 -0.79 1.57
H 1.71 -1.79 0.04

Calculated values
Net charge = 0
Lowest unoccupied orbital energy = -0.3868 eV
Orbital gap = 7.927 eV

Mulliken population analysis, charges in e, atoms 1 to 2: number 1, C, carries 0.49; number 2, C, carries -0.83

***

Most stable of them? #a.

***

#a
2 unconnected molecules or ions with the total composition C5H14N2O, computed with the ωB97M-V functional and the def2-TZVPD basis.

Element x y z (Å)
C -2.50 -1.97 1.00
C -1.54 -1.27 1.80
C -0.06 -1.25 1.38
C 0.07 -0.39 0.07
N 1.42 0.12 -0.22
C 1.59 1.17 -1.15
N 2.79 1.58 -1.30
H -2.28 -1.69 -0.03
H -2.55 -3.04 0.90
H -3.57 -1.99 1.32
H -1.60 -1.62 2.80
H -1.86 -0.20 1.82
H 0.35 -2.33 1.26
H 0.61 -0.77 2.18
H -0.37 -1.14 -0.78
H -0.48 0.50 0.11
H 2.12 -0.62 -0.29
H 0.76 1.62 -1.62
H 3.66 1.10 -0.81
H 0.52 3.75 -2.64
H 1.80 3.97 -3.03
O 1.09 4.46 -2.76

Calculated values
Spin multiplicity = 2
<S²> = 0.753
Net charge = -1
Lowest unoccupied orbital energy (spin up / spin down) = 3.6958 / 3.5608 eV
Orbital gap (spin up / spin down) = 2.183 / 7.256 eV

Mulliken population analysis, charges in e, atoms 1 to 2: number 1, C, carries -1.47; number 2, C, carries -0.21

***

#b
A molecular structure, C5H14N2O, computed with the ωB97M-V functional and the def2-TZVPD basis.

Element x y z (Å)
C 0.03 -1.37 1.83
C -0.65 -0.40 0.76
C 0.14 -0.60 -0.59
C 1.40 0.20 -0.49
C 2.59 -0.38 -0.33
N 1.32 1.63 -0.67
N -2.20 -0.17 0.26
H 0.27 -2.31 1.36
H -0.77 -1.51 2.57
H 0.84 -0.89 2.40
H -0.40 0.61 1.13
H -0.49 -0.21 -1.39
H 0.33 -1.62 -0.91
H 3.53 0.15 -0.33
H 2.68 -1.46 -0.31
H 0.86 1.67 -1.58
H 0.59 2.01 -0.07
H -1.63 -1.22 0.43
H -2.83 -0.11 1.07
H -2.14 2.55 -2.22
H -1.96 1.45 -1.13
O -1.49 1.98 -1.81

Calculated values
Spin multiplicity = 2
<S²> = 0.751
Net charge = -1
Lowest unoccupied orbital energy (spin up / spin down) = 3.8935 / 3.7663 eV
Orbital gap (spin up / spin down) = 3.044 / 9.345 eV

Mulliken population analysis, charges in e, atoms 1 to 2: number 1, C, carries -1.98; number 2, C, carries -1.34

***

Most stable of them? #a.

***

#a
C2H3NS2 in the gas phase, computed with the ωB97M-V functional and the def2-TZVPD basis.

Element x y z (Å)
C -0.92 -0.46 0.88
C 1.09 0.28 -0.34
N 0.15 -0.83 0.36
S 1.09 1.78 0.15
S 2.09 -0.43 -1.64
H -1.61 -1.09 1.17
H -1.19 0.59 0.85
H 2.34 0.73 -2.30

Calculated values
SMILES = C=NC(=S)S
Net charge = 0
Lowest unoccupied orbital energy = -0.5615 eV
Orbital gap = 8.497 eV

Mulliken population analysis, charges in e, atoms 1 to 2: number 1, C, carries -0.19; number 2, C, carries 0.41

***

#b
C2H3NS2 in the gas phase, computed with the ωB97M-V functional and the def2-TZVPD basis.

Element x y z (Å)
C 0.40 1.31 -0.29
C -1.04 -1.07 0.17
N 1.44 0.68 -0.13
S -1.35 0.59 0.31
S 2.10 -0.71 0.06
H 0.40 2.40 -0.36
H -0.70 -1.56 0.99
H -1.25 -1.64 -0.76

Calculated values
Net charge = 0
Lowest unoccupied orbital energy (spin up / spin down) = -1.6176 / -1.6178 eV
Orbital gap (spin up / spin down) = 6.929 / 6.929 eV

Mulliken population analysis, charges in e, atoms 1 to 2: number 1, C, carries -0.02; number 2, C, carries -0.73

***

#c
C2H3NS2 in the gas phase, computed with the ωB97M-V functional and the def2-TZVPD basis.

Element x y z (Å)
C 0.63 -0.66 -0.54
C -0.16 -0.07 1.00
N 0.63 -0.88 -1.80
S -0.03 -0.82 2.40
S -0.91 1.62 0.92
H 1.59 -0.65 -0.11
H -0.23 -0.64 -2.12
H -0.85 1.69 2.20

Calculated values
SMILES = [H]/N=C\C(=S)S
Net charge = 0
Lowest unoccupied orbital energy = -0.7265 eV
Orbital gap = 8.339 eV

Mulliken population analysis, charges in e, atoms 1 to 2: number 1, C, carries -0.05; number 2, C, carries 0.13

***

Most stable of them? #a.

***

#a
C2H3NO2S2 in the gas phase, computed with the ωB97M-V functional and the def2-TZVPD basis.

Element x y z (Å)
C -1.51 0.33 0.13
C 0.05 0.04 0.16
N -2.23 -0.60 0.58
O -4.31 -1.57 -0.34
O -4.16 0.95 -0.17
S -2.04 1.80 -0.53
S -3.93 -0.44 0.48
H 0.15 -0.63 1.03
H 0.78 0.89 0.09
H 0.03 -0.56 -0.72

Calculated values
SMILES = CC(=S)N=S(=O)=O
Net charge = 0
Lowest unoccupied orbital energy (spin up / spin down) = -2.3479 / -3.1028 eV
Orbital gap (spin up / spin down) = 7.582 / 6.599 eV

Mulliken population analysis, charges in e, atoms 1 to 2: number 1, C, carries 0.66; number 2, C, carries -0.96

***

#b
C2H3NO2S2 in the gas phase, computed with the ωB97M-V functional and the def2-TZVPD basis.

Element x y z (Å)
C 0.29 1.16 0.12
C 1.31 0.10 0.47
N -1.69 -1.15 -0.61
O -0.75 -1.83 -0.68
O -2.86 -1.35 -0.47
S 0.52 2.75 0.14
S -1.37 0.69 -0.51
H 1.03 -0.74 -0.31
H 1.16 -0.16 1.53
H 2.36 0.54 0.33

Calculated values
SMILES = CC(=S)S[N+](=O)[O-]
Net charge = 0
Lowest unoccupied orbital energy = -0.7900 eV
Orbital gap = 8.627 eV

Mulliken population analysis, charges in e, atoms 1 to 2: number 1, C, carries 0.28; number 2, C, carries -0.82

***

#c
A molecular structure, C2H3NO2S2, computed with the ωB97M-V functional and the def2-TZVPD basis.

Element x y z (Å)
C 0.84 -0.75 0.32
C 0.60 1.54 -0.08
N 1.09 0.42 0.36
O -1.72 -1.72 1.06
O -1.09 -1.94 -1.23
S -1.69 0.84 -0.39
S -1.12 -1.10 -0.05
H 1.57 -1.44 0.45
H 0.80 2.42 0.65
H 0.71 1.74 -1.09

Calculated values
Net charge = 0
Lowest unoccupied orbital energy = -0.8366 eV
Orbital gap = 8.717 eV

Mulliken population analysis, charges in e, atoms 1 to 2: number 1, C, carries -0.18; number 2, C, carries -0.32

***

Most stable of them? #a.

***

#a
C3H4P2 in the gas phase, computed with the ωB97M-V functional and the def2-TZVPD basis.

Element x y z (Å)
C 1.11 1.64 0.52
C 1.65 0.87 -0.48
C 0.46 0.44 0.76
P -1.32 0.09 0.49
P 1.89 -0.74 0.36
H 0.74 2.62 0.49
H -1.11 -0.02 -0.84
H -1.02 -1.24 0.50
H 1.18 -1.51 -0.57

Calculated values
SMILES = P[C@@]12C=C1P2
Net charge = 0
Lowest unoccupied orbital energy = 0.5315 eV
Orbital gap = 8.937 eV

Mulliken population analysis, charges in e, atoms 1 to 2: number 1, C, carries -0.03; number 2, C, carries -0.35

***

#b
C3H4P2 in the gas phase, computed with the ωB97M-V functional and the def2-TZVPD basis.

Element x y z (Å)
C -0.07 0.03 0.76
C 0.57 -0.47 -0.42
C -0.04 0.71 -0.94
P 0.49 1.39 1.60
P -0.93 -0.82 -1.54
H -0.89 -0.41 1.14
H 1.58 -0.91 -0.61
H -0.48 1.43 2.76
H -0.22 -0.95 -2.75

Calculated values
Net charge = 0
Lowest unoccupied orbital energy (spin up / spin down) = -1.8306 / -1.8302 eV
Orbital gap (spin up / spin down) = 6.141 / 6.142 eV

Mulliken population analysis, charges in e, atoms 1 to 2: number 1, C, carries -0.50; number 2, C, carries 0.11

***

Most stable of them? #a.